Below is a 9-piece molecular cluster, C27H76F6N6O9P overall in a non-equilibrium geometry, with properties calculated with wB97M-V/def2-TZVPD.

Spin multiplicity = 1
Net charge = -1
HOMO level = -6.75 eV
HOMO-LUMO gap = 9.110 eV
LUMO level = 2.4 eV
Electronic energy = -82199.0829 eV

Each atom is followed by the atoms it is bonded to, with distances in Å.
Atoms and positions in Å:
1 P 13.716 11.141 1.826  F2 1.641, F3 1.618, F4 1.630, F5 1.609, F6 1.627, F7 1.606
2 F 13.217 12.697 1.681  P1 1.641
3 F 12.288 10.745 2.476  P1 1.618
4 F 13.008 10.870 0.383  P1 1.630
5 F 14.269 9.636 1.957  P1 1.609
6 F 15.127 11.554 1.129  P1 1.627
7 F 14.327 11.444 3.280  P1 1.606
8 C 13.875 15.061 3.608  O9 1.415, H10 1.102, H11 1.085, H12 1.094
9 O 13.234 13.956 4.217  C8 1.415, H13 0.965
10 H 13.159 15.746 3.128  C8 1.102
11 H 14.460 15.612 4.337  C8 1.085
12 H 14.460 14.656 2.777  C8 1.094
13 H 13.039 13.341 3.499  O9 0.965
14 C 18.813 15.731 -1.292  C15 1.506, H20 1.093, H21 1.087, H22 1.097
15 C 18.064 14.429 -1.190  C14 1.506, C16 1.532, N19 1.477, H23 1.098
16 C 19.014 13.228 -1.240  C15 1.532, O17 1.407, H24 1.091, H25 1.105
17 O 18.447 11.959 -1.023  C16 1.407, C18 1.425
18 C 17.351 11.709 -1.898  O17 1.425, H26 1.102, H27 1.087, H28 1.091
19 N 17.307 14.404 0.078  C15 1.477, H29 1.012, H30 1.013
20 H 19.660 15.770 -0.603  C14 1.093
21 H 18.135 16.574 -1.182  C14 1.087
22 H 19.328 15.796 -2.259  C14 1.097
23 H 17.346 14.305 -2.012  C15 1.098
24 H 19.815 13.397 -0.518  C16 1.091
25 H 19.455 13.238 -2.253  C16 1.105
26 H 16.457 12.066 -1.362  C18 1.102
27 H 17.165 10.652 -2.067  C18 1.087
28 H 17.398 12.311 -2.807  C18 1.091
29 H 16.847 15.291 0.238  N19 1.012
30 H 16.628 13.653 0.073  N19 1.013
31 C 18.798 8.280 2.492  C32 1.525, H37 1.089, H38 1.097, H39 1.095
32 C 18.820 9.347 1.404  C31 1.525, C33 1.521, N36 1.458, H40 1.099
33 C 19.870 9.058 0.342  C32 1.521, O34 1.409, H41 1.103, H42 1.094
34 O 21.214 9.198 0.738  C33 1.409, C35 1.412
35 C 21.565 10.523 1.076  O34 1.412, H43 1.094, H44 1.095, H45 1.089
36 N 17.519 9.473 0.758  C32 1.458, H46 1.019, H47 1.020
37 H 18.483 7.288 2.169  C31 1.089
38 H 18.146 8.601 3.314  C31 1.097
39 H 19.773 8.225 2.989  C31 1.095
40 H 19.059 10.270 1.950  C32 1.099
41 H 19.627 9.675 -0.540  C33 1.103
42 H 19.742 8.032 -0.017  C33 1.094
43 H 21.069 10.846 1.996  C35 1.094
44 H 21.303 11.197 0.254  C35 1.095
45 H 22.635 10.535 1.282  C35 1.089
46 H 16.771 9.740 1.396  N36 1.019
47 H 17.524 10.321 0.191  N36 1.020
48 C 17.871 12.330 3.150  C49 1.547, H54 1.092, H55 1.091, H56 1.092
49 C 17.207 13.585 3.765  C48 1.547, C50 1.503, N53 1.484, H57 1.091
50 C 17.417 13.705 5.248  C49 1.503, O51 1.405, H58 1.100, H59 1.102
51 O 18.763 14.027 5.489  C50 1.405, C52 1.403
52 C 19.174 13.939 6.828  O51 1.403, H60 1.098, H61 1.093, H62 1.091
53 N 17.666 14.810 3.065  C49 1.484, H63 1.018, H64 1.022
54 H 17.607 12.337 2.091  C48 1.092
55 H 17.476 11.427 3.618  C48 1.091
56 H 18.959 12.398 3.211  C48 1.092
57 H 16.149 13.492 3.513  C49 1.091
58 H 17.141 12.777 5.770  C50 1.100
59 H 16.720 14.464 5.641  C50 1.102
60 H 19.378 12.894 7.096  C52 1.098
61 H 18.461 14.391 7.521  C52 1.093
62 H 20.129 14.464 6.887  C52 1.091
63 H 18.625 14.941 3.380  N53 1.018
64 H 17.728 14.527 2.085  N53 1.022
65 C 6.339 8.599 1.415  C66 1.490, H71 1.093, H72 1.092, H73 1.093
66 C 7.459 7.615 1.421  C65 1.490, C67 1.512, N70 1.479, H74 1.103
67 C 8.802 8.275 1.632  C66 1.512, O68 1.395, H75 1.105, H76 1.102
68 O 9.807 7.309 1.680  C67 1.395, C69 1.420
69 C 11.038 7.861 2.123  O68 1.420, H77 1.085, H78 1.094, H79 1.096
70 N 7.244 6.584 2.459  C66 1.479, H80 1.016, H81 1.015
71 H 6.147 8.951 2.432  C65 1.093
72 H 5.398 8.186 1.047  C65 1.092
73 H 6.584 9.438 0.759  C65 1.093
74 H 7.549 7.088 0.456  C66 1.103
75 H 8.730 8.862 2.565  C67 1.105
76 H 8.980 8.975 0.799  C67 1.102
77 H 11.730 7.056 2.350  C69 1.085
78 H 10.849 8.517 2.977  C69 1.094
79 H 11.465 8.494 1.337  C69 1.096
80 H 6.278 6.269 2.447  N70 1.016
81 H 7.749 5.744 2.196  N70 1.015
82 C 6.093 11.478 4.666  C83 1.503, H88 1.090, H89 1.090, H90 1.098
83 C 7.476 12.008 4.408  C82 1.503, C84 1.525, N87 1.487, H91 1.092
84 C 7.556 12.654 3.029  C83 1.525, O85 1.402, H92 1.095, H93 1.103
85 O 8.755 13.333 2.770  C84 1.402, C86 1.426
86 C 9.894 12.501 2.566  O85 1.426, H94 1.094, H95 1.093, H96 1.086
87 N 7.827 12.960 5.494  C83 1.487, H97 1.018, H98 1.020
88 H 5.293 12.206 4.529  C82 1.090
89 H 6.042 11.028 5.657  C82 1.090
90 H 5.882 10.661 3.963  C82 1.098
91 H 8.245 11.241 4.521  C83 1.092
92 H 6.797 13.441 2.964  C84 1.095
93 H 7.341 11.887 2.266  C84 1.103
94 H 9.630 11.680 1.892  C86 1.094
95 H 10.292 12.086 3.496  C86 1.093
96 H 10.654 13.145 2.134  C86 1.086
97 H 8.609 13.531 5.179  N87 1.018
98 H 7.066 13.636 5.564  N87 1.020
99 C 14.583 14.133 -3.292  C100 1.504, H105 1.094, H106 1.095, H107 1.089
100 C 14.190 13.604 -1.940  C99 1.504, C101 1.524, N104 1.480, H108 1.102
101 C 12.951 14.289 -1.376  C100 1.524, O102 1.402, H109 1.098, H110 1.093
102 O 13.114 15.666 -1.170  C101 1.402, C103 1.415
103 C 14.130 15.968 -0.233  O102 1.415, H111 1.088, H112 1.098, H113 1.095
104 N 13.863 12.164 -2.030  C100 1.480, H114 1.020, H115 1.014
105 H 14.722 15.218 -3.261  C99 1.094
106 H 13.731 14.012 -3.969  C99 1.095
107 H 15.451 13.622 -3.705  C99 1.089
108 H 15.020 13.680 -1.218  C100 1.102
109 H 12.645 13.745 -0.472  C101 1.098
110 H 12.157 14.129 -2.110  C101 1.093
111 H 13.872 16.936 0.191  C103 1.088
112 H 15.108 16.030 -0.729  C103 1.098
113 H 14.222 15.217 0.558  C103 1.095
114 H 13.574 11.877 -1.095  N104 1.020
115 H 14.713 11.632 -2.178  N104 1.014
116 C 12.017 11.209 5.922  C117 1.512, O119 1.417, H120 1.093, H121 1.098
117 C 10.858 10.287 6.229  C116 1.512, O118 1.418, H122 1.098, H123 1.095
118 O 10.721 10.148 7.633  C117 1.418, H124 0.959
119 O 12.019 12.370 6.733  C116 1.417, H125 0.965
120 H 11.967 11.532 4.879  C116 1.093
121 H 12.939 10.622 6.023  C116 1.098
122 H 11.098 9.329 5.747  C117 1.098
123 H 9.933 10.627 5.751  C117 1.095
124 H 10.363 9.282 7.838  O118 0.959
125 H 12.543 13.005 6.229  O119 0.965

---

Below is a 6-piece molecular cluster, C6H24O9 overall in a non-equilibrium geometry, with properties calculated with wB97M-V/def2-TZVPD.

Spin multiplicity = 2
Energy above the lowest of the compared OMol25 structures with the same formula, charge and spin = 0.0 kcal/mol
Net charge = +1
HOMO level (spin up / spin down) = -12.71 / -12.70 eV
HOMO-LUMO gap (spin up / spin down) = 9.510 / 2.665 eV
LUMO level (spin up / spin down) = -3.2 / -10.0 eV
Electronic energy = -25025.9838 eV

Each atom is followed by the atoms it is bonded to, with distances in Å.
Atoms and positions in Å:
1 O 3.372 4.714 -1.279  H2 0.957, H3 0.957
2 H 3.116 3.792 -1.255  O1 0.957
3 H 2.779 5.144 -0.662  O1 0.957
4 O -1.004 2.528 -2.879  H5 0.957, H6 0.957
5 H -0.971 1.899 -3.600  O4 0.957
6 H -1.716 2.215 -2.320  O4 0.957
7 O 1.183 1.964 -1.289  H8 0.957, H9 0.957
8 H 0.396 1.875 -1.826  O7 0.957
9 H 0.879 2.388 -0.486  O7 0.957
10 C 2.129 -3.583 -1.307  C11 1.463, O13 1.412, H14 1.090, H15 1.090
11 C 2.434 -2.152 -1.310  C10 1.463, O12 1.420, H16 1.090, H17 1.090
12 O 1.735 -1.363 -0.359  C11 1.420, H18 0.960
13 O 2.475 -4.345 -0.169  C10 1.412, H19 0.960
14 H 2.679 -4.042 -2.129  C10 1.090
15 H 1.044 -3.617 -1.397  C10 1.090
16 H 2.230 -1.819 -2.328  C11 1.090
17 H 3.490 -1.885 -1.253  C11 1.090
18 H 1.732 -0.429 -0.581  O12 0.960
19 H 2.770 -3.695 0.473  O13 0.960
20 C -0.672 1.040 3.532  C21 1.501, O23 1.400, H24 1.090, H25 1.090
21 C 0.187 1.292 2.326  C20 1.501, O22 1.411, H26 1.090, H27 1.090
22 O -0.324 2.393 1.605  C21 1.411, H28 0.960
23 O -0.661 2.096 4.451  C20 1.400, H29 0.960
24 H -0.592 0.038 3.952  C20 1.090
25 H -1.705 1.142 3.200  C20 1.090
26 H 0.313 0.376 1.749  C21 1.090
27 H 1.242 1.389 2.580  C21 1.090
28 H -0.291 3.221 2.088  O22 0.960
29 H -1.143 1.876 5.252  O23 0.960
30 C -3.172 -2.003 -0.324  C31 1.497, O33 1.467, H34 1.090, H35 1.090
31 C -1.967 -1.333 -0.905  C30 1.497, O32 1.415, H36 1.090, H37 1.090
32 O -1.135 -0.571 -0.051  C31 1.415, H38 0.960
33 O -4.372 -1.198 -0.069  C30 1.467, H39 0.960
34 H -2.859 -2.437 0.626  C30 1.090
35 H -3.535 -2.806 -0.965  C30 1.090
36 H -2.341 -0.718 -1.724  C31 1.090
37 H -1.402 -2.047 -1.505  C31 1.090
38 H -1.287 0.347 -0.285  O32 0.960
39 H -5.036 -1.687 0.423  O33 0.960